{
  "formula": "C2H4FNO3",
  "method": "ωB97M-V/def2-TZVPD",
  "e_above_lowest_kcal_mol": 21.7,
  "charge": 0,
  "smiles": "C[C@](O)(F)[N+](=O)[O-]",
  "homo_energy_ev": -11.880,
  "homo_lumo_gap_ev": 11.15,
  "elements": ["C", "C", "O", "F", "N", "O", "O", "H", "H", "H", "H"],
  "positions_angstrom": [[1.2956, 0.5276, -0.1154], [-0.0681, -0.1790, -0.0523], [0.0524, -1.3098, 0.7796], [-0.2462, -0.8236, -1.4530], [-1.3870, 0.4481, 0.0743], [-1.5175, 1.5970, -0.2476], [-2.2034, -0.2203, 0.6916], [1.6694, 0.1648, -1.0506], [1.2446, 1.5785, -0.1511], [1.9281, 0.0585, 0.6540], [-0.7680, -1.8417, 0.8705]],
  "forces_ev_per_angstrom": [[-1.1, -1.7, 0.4], [1.9, -5.5, -1.9], [-0.1, 1.8, -0.6], [-0.1, 1.5, 2.1], [-0.9, 0.5, 2.3], [0.1, 0.2, -0.7], [-0.1, 0.2, -0.9], [0.4, 0.0, -0.6], [0.0, 1.2, 0.3], [-0.4, 0.7, 0.0], [0.3, 0.9, -0.4]]
}